1.
Formula: C4H3N3O
Source: the Open Molecules 2025 dataset
Level of theory: ωB97M-V/def2-TZVPD

Structure (ORCA input):
```
! RIJCOSX wB97M-V def2-TZVPD def2/J DEFGRID3
* xyz 0 1
C -0.593 1.237 -1.454
C 0.475 0.470 -0.014
C 0.585 -1.029 1.425
C -0.578 -0.027 -0.643
H -0.285 1.237 -2.620
H -1.435 1.950 -1.416
H 0.898 -1.602 2.252
N 0.975 0.224 1.124
N -0.391 -1.727 0.764
N -1.109 -1.092 -0.180
O 0.645 1.584 -0.756
*
```

* E_HOMO: -9.71 eV
* energy above the lowest of the compared OMol25 structures with the same formula, charge and spin: 72.2 kcal per mole
* E: -393.60442 hartree


2.
Formula: C32H62NO28S3
Source: the Open Molecules 2025 dataset
Level of theory: ωB97M-V/def2-TZVPD

Structure (ORCA input):
```
! RIJCOSX wB97M-V def2-TZVPD def2/J DEFGRID3
* xyz 1 1
C -1.667 1.413 0.623
N -0.157 0.843 0.484
C 0.130 0.401 -0.931
C 0.603 2.117 0.868
C 0.132 -0.178 1.495
C -0.756 -1.461 1.424
O -0.397 -2.342 2.481
H -2.326 0.500 0.428
H -1.885 2.152 -0.122
H -1.870 1.551 1.657
H 0.938 -0.164 -0.706
H 0.179 1.402 -1.607
H -0.617 -0.398 -1.180
H 0.494 2.558 1.730
H 0.199 2.871 0.215
H 1.903 2.092 0.765
H 0.076 0.375 2.384
H 1.258 -0.661 1.590
H -0.859 -1.959 0.483
H -1.804 -1.381 1.649
H -0.261 -3.253 2.202
O -5.484 1.479 4.652
S -4.836 0.753 3.593
O -5.593 -0.322 3.009
O -4.515 1.946 2.395
C -5.614 2.301 1.612
C -5.346 3.254 0.444
C -3.340 0.240 4.250
H -6.290 2.742 2.342
H -5.920 1.499 1.233
H -4.723 2.908 -0.265
H -4.933 4.218 0.827
H -6.351 3.708 0.068
H -2.626 -0.135 3.513
H -3.696 -0.585 4.859
H -2.677 0.998 4.685
O 2.472 -3.697 -2.322
S 2.054 -3.596 -0.934
O 2.416 -2.457 -0.210
O 0.367 -3.605 -0.777
C -0.338 -4.210 -1.866
C -1.811 -4.017 -1.738
C 2.557 -5.018 -0.001
H -0.302 -5.226 -1.912
H 0.017 -3.848 -2.645
H -1.960 -3.036 -1.701
H -2.014 -4.149 -0.820
H -2.217 -4.473 -2.576
H 2.304 -5.990 -0.425
H 2.135 -5.159 1.025
H 3.632 -4.938 0.384
O -1.749 4.995 -1.483
S -0.757 5.278 -2.489
O 0.595 4.665 -2.200
O -1.349 4.498 -3.780
C -1.409 3.065 -3.767
C -1.830 2.710 -5.207
C -0.660 6.864 -2.987
H -2.133 2.860 -2.999
H -0.479 2.357 -3.525
H -0.988 2.906 -5.826
H -2.772 3.209 -5.772
H -2.113 1.656 -5.281
H -1.629 7.300 -3.117
H -0.024 6.957 -3.831
H -0.065 7.565 -2.202
C -0.374 -7.663 -0.082
C 0.202 -8.471 1.077
O -0.032 -7.557 2.150
C -0.385 -6.396 1.732
O -0.695 -5.471 2.409
O -0.548 -6.357 0.462
H -1.410 -8.230 -0.356
H 0.144 -7.492 -1.137
H 1.201 -8.740 1.245
H -0.210 -9.346 1.207
C 6.647 1.972 -0.659
C 6.559 1.317 -2.046
O 5.259 1.246 -2.495
C 4.489 1.701 -1.563
O 3.311 1.717 -1.513
O 5.261 2.345 -0.584
H 7.465 2.797 -0.796
H 6.735 1.252 0.204
H 7.139 0.565 -1.852
H 6.941 2.075 -2.732
C 4.393 0.716 3.204
C 5.530 -0.149 3.470
O 4.974 -1.552 3.312
C 3.619 -1.340 3.061
O 2.896 -2.340 2.862
O 3.367 -0.087 2.807
H 4.692 1.544 2.406
H 3.917 1.275 4.015
H 5.942 0.103 4.376
H 6.302 0.028 2.800
C -4.448 -3.753 2.458
C -5.879 -3.789 1.918
O -5.702 -3.109 0.655
C -4.548 -2.554 0.603
O -4.172 -1.821 -0.445
O -3.821 -2.913 1.578
H -4.309 -4.818 2.369
H -4.377 -3.268 3.477
H -6.429 -2.961 2.471
H -6.376 -4.797 1.791
C 2.391 -0.812 -3.746
C 2.146 0.416 -4.772
O 0.751 0.602 -4.416
C 0.228 -0.494 -3.971
O -1.052 -0.417 -3.728
O 1.038 -1.331 -3.514
H 2.907 -0.573 -2.661
H 3.028 -1.639 -4.112
H 2.177 0.001 -5.793
H 2.611 1.203 -4.689
C 2.651 6.332 1.723
C 1.528 6.759 0.775
O 0.406 6.413 1.478
C 0.626 5.519 2.301
O -0.095 4.925 2.971
O 1.948 5.377 2.476
H 3.181 7.172 2.261
H 3.550 5.894 1.128
H 1.621 6.263 -0.306
H 1.770 7.764 0.573
*
```

* E_HOMO: -11.67 eV
* energy above the lowest of the compared OMol25 structures with the same formula, charge and spin: 0.0 kcal per mole
* E: -4611.74822 hartree


3.
Formula: C10H15BF2MnNO10
Source: the Open Molecules 2025 dataset
Level of theory: ωB97M-V/def2-TZVPD

Structure (ORCA input):
```
! RIJCOSX wB97M-V def2-TZVPD def2/J DEFGRID3
* xyz -1 6
Mn 0.087 -0.120 1.951
F -0.095 -1.872 2.986
F -1.630 0.719 2.783
O -3.890 -1.077 -5.563
C -3.692 -1.523 -4.474
O -2.528 -1.584 -3.846
B -2.716 -2.080 -2.484
O -4.145 -2.423 -2.404
C -4.766 -2.152 -3.538
O -5.900 -2.386 -3.796
O -2.338 -1.116 -1.425
C -1.378 -1.608 -0.689
O -0.916 -1.131 0.311
C -0.969 -2.968 -1.312
O -1.857 -3.268 -2.229
O 0.023 -3.564 -1.008
C 2.268 -1.577 0.582
O 2.011 -0.468 1.427
C 2.950 0.580 1.367
C 2.630 1.425 2.608
N 1.188 1.606 2.876
C 0.638 2.822 2.227
C 0.509 2.716 0.716
O 0.076 1.474 0.217
C 0.193 1.418 -1.189
H 3.271 -1.989 0.753
H 2.142 -1.399 -0.486
H 1.609 -2.395 0.874
H 2.888 1.145 0.431
H 3.989 0.239 1.423
H 3.125 2.411 2.559
H 3.146 1.027 3.485
H 1.093 1.763 3.872
H 1.258 3.701 2.434
H -0.342 2.954 2.687
H 1.476 2.959 0.235
H -0.094 3.568 0.367
H -0.671 0.956 -1.666
H 1.053 0.799 -1.457
H 0.304 2.418 -1.605
*
```

* expectation value of S²: 8.753
* E_HOMO (spin up / spin down): -4.90 / -6.43 eV
* energy above the lowest of the compared OMol25 structures with the same formula, charge and spin: 4.6 kcal per mole
* E: -2573.14582 hartree


Max |F|, respectively: 4.654; 12.151; 4.385 eV/Å.